# C34H43N4

An isolated ion of composition C34H43N4 and charge +1 in a non-equilibrium geometry (ωB97M-V/def2-TZVPD, OMol25).

Atoms and positions in Å:
C 3.227 -0.497 3.905
C 2.876 -0.242 2.454
C 3.327 1.131 2.021
N 1.417 -0.201 2.268
N 0.852 0.930 2.692
N -0.467 0.685 2.679
C -1.296 1.916 2.878
C -1.018 2.849 1.714
C -0.894 2.574 4.187
C -0.739 -0.598 2.295
C -2.152 -1.119 2.553
C -2.164 -2.643 2.541
C -3.017 -0.555 1.432
C -2.724 -0.697 3.923
C 0.487 -1.152 1.941
C 0.964 -2.518 1.485
H 4.319 -0.493 4.002
H 2.825 0.293 4.551
H 2.856 -1.467 4.247
H 3.293 -1.028 1.825
H 4.411 1.236 2.130
H 3.066 1.315 0.970
H 2.823 1.890 2.636
H -2.349 1.635 2.896
H -1.513 3.814 1.877
H 0.064 3.016 1.636
H -1.395 2.420 0.780
H -1.378 3.556 4.268
H -1.206 1.986 5.057
H 0.192 2.722 4.215
H -1.503 -3.026 3.333
H -3.188 -3.001 2.732
H -1.833 -3.022 1.563
H -3.032 0.545 1.475
H -2.610 -0.866 0.458
H -4.047 -0.924 1.540
H -2.783 0.388 4.076
H -3.754 -1.079 3.979
H -2.151 -1.136 4.753
H 0.373 -3.218 2.084
H 1.935 -2.637 1.978
C 7.360 -4.780 -0.265
N 6.374 -4.657 -1.315
C 6.771 -5.228 -2.581
C 5.064 -4.318 -1.018
C 4.782 -3.079 -0.381
C 3.470 -2.690 -0.175
C 2.390 -3.565 -0.356
C 0.991 -3.070 0.044
C -0.107 -4.167 -0.068
C -1.263 -3.634 -0.681
C -2.445 -4.373 -0.790
C -2.454 -5.689 -0.309
C -1.289 -6.248 0.231
C -0.101 -5.497 0.331
C -0.932 -2.313 -1.222
C 0.422 -2.039 -0.956
C 1.062 -1.011 -1.620
C 0.282 -0.143 -2.410
C -1.086 -0.355 -2.601
C -1.706 -1.463 -2.013
C 2.668 -4.816 -0.935
C 3.973 -5.167 -1.307
H 7.047 -4.206 0.611
H 7.489 -5.836 0.025
H 8.329 -4.415 -0.624
H 6.174 -4.810 -3.399
H 7.825 -4.981 -2.748
H 6.671 -6.322 -2.586
H 5.609 -2.400 -0.147
H 3.287 -1.656 0.156
H -3.325 -3.922 -1.246
H -3.365 -6.293 -0.361
H -1.282 -7.286 0.576
H 0.827 -5.956 0.681
H 2.142 -0.906 -1.554
H 0.770 0.716 -2.871
H -1.667 0.340 -3.217
H -2.761 -1.673 -2.147
H 1.861 -5.531 -1.114
H 4.157 -6.143 -1.775

Calculated values
charge: +1
SMILES string: CC(C)n1n[n+](C(C)C)c(C(C)(C)C)c1CC1(c2ccc(N(C)C)cc2)c2ccccc2-c2ccccc21
E_HOMO: -0.3574 hartree
E: -1540.1671 hartree

The net atomic charges from Mulliken, expressed in e, are:
1. C -1.470
2. C 0.500
3. C -1.369
4. N 1.401
5. N -1.468
6. N 1.291
7. C 0.053
8. C -1.397
9. C -1.346
10. C -0.715
11. C 2.262
12. C -2.276
13. C -1.264
14. C -1.570
15. C 0.105
16. C -1.553
17. H 0.425
18. H 0.333
19. H 0.348
20. H -0.249
21. H 0.450
22. H 0.347
23. H 0.351
24. H 0.338
25. H 0.446
26. H 0.337
27. H 0.330
28. H 0.432
29. H 0.321
30. H 0.314
31. H 0.314
32. H 0.542
33. H 0.439
34. H 0.289
35. H 0.092
36. H 0.468
37. H 0.259
38. H 0.454
39. H 0.378
40. H 0.737
41. H 0.993
42. C -0.983
43. N 0.134
44. C -1.051
45. C -0.127
46. C -1.195
47. C 0.109
48. C 0.056
49. C 3.386
50. C -1.288
51. C -0.145
52. C -0.103
53. C -0.989
54. C -0.973
55. C 0.015
56. C -0.143
57. C -0.570
58. C -0.142
59. C -0.880
60. C -1.097
61. C 0.077
62. C -0.705
63. C -0.896
64. H 0.339
65. H 0.278
66. H 0.292
67. H 0.324
68. H 0.336
69. H 0.341
70. H 0.554
71. H 0.556
72. H 0.438
73. H 0.403
74. H 0.420
75. H 0.675
76. H 0.533
77. H 0.444
78. H 0.408
79. H 0.496
80. H 0.638
81. H 0.360

***

# C34H44BCsGe2N5OS2

C34H44BCsGe2N5OS2 as an isolated structure in a non-equilibrium geometry (ωB97M-V/def2-TZVPD, OMol25).

Atoms and positions in Å:
Cs -0.752 0.617 0.766
B -3.362 -0.669 3.236
N -2.344 0.197 4.063
C -2.359 0.407 5.388
C -1.238 1.143 5.733
C -0.585 1.340 4.509
N -1.255 0.764 3.509
N -3.993 0.192 2.105
C -5.141 0.893 2.173
C -5.357 1.498 0.949
C -4.257 1.094 0.174
N -3.443 0.311 0.879
H -4.238 -1.006 4.004
H -2.780 -1.609 2.741
H -3.159 0.021 5.997
H -0.941 1.478 6.714
H 0.337 1.871 4.312
H -5.721 0.912 3.082
H -6.190 2.115 0.655
H -4.030 1.324 -0.858
C -2.262 -4.428 -1.371
C -0.852 -5.007 -1.213
Ge 0.346 -3.709 -0.308
C -0.480 -3.397 1.491
C 0.477 -2.725 2.486
C 0.056 -1.991 -1.222
C 0.103 -1.846 -2.557
Ge -0.650 -0.151 -3.480
C 0.346 -0.110 -5.254
C 1.869 -0.266 -5.383
C 0.410 1.259 -2.422
C 1.835 0.914 -1.969
C 0.752 -2.860 -3.406
C 2.062 -3.284 -3.146
C 2.677 -4.232 -3.954
C 1.997 -4.780 -5.033
C 0.696 -4.367 -5.300
C 0.082 -3.414 -4.502
H -2.923 -5.145 -1.869
H -2.250 -3.515 -1.968
H -2.710 -4.183 -0.405
H -0.426 -5.256 -2.187
H -0.871 -5.929 -0.626
H -0.857 -4.334 1.907
H -1.351 -2.762 1.307
H 1.309 -3.394 2.715
H -0.026 -2.443 3.416
H 0.907 -1.827 2.038
H -0.418 -1.256 -0.584
H 0.051 0.856 -5.682
H -0.144 -0.866 -5.876
H 2.398 0.537 -4.864
H 2.194 -0.232 -6.432
H 2.218 -1.214 -4.968
H -0.184 1.504 -1.541
H 0.425 2.163 -3.040
H 1.857 -0.006 -1.378
H 2.286 1.715 -1.362
H 2.497 0.752 -2.819
H 2.600 -2.834 -2.319
H 3.695 -4.539 -3.740
H 2.477 -5.518 -5.664
H 0.158 -4.790 -6.142
H -0.928 -3.084 -4.716
S 4.675 -0.828 0.479
C 4.184 -1.120 2.019
N 3.677 -0.217 2.882
C 3.022 -0.725 4.082
C 3.708 -2.052 4.395
S 4.259 -2.698 2.786
H 3.370 0.669 2.507
H 1.953 -0.871 3.908
H 3.142 -0.017 4.902
H 3.023 -2.762 4.854
H 4.577 -1.917 5.036
O 1.895 1.770 1.734
C 1.417 2.782 1.413
C 1.083 4.039 1.226
C 0.549 5.079 0.813
C 0.087 6.354 0.454
C 0.611 7.006 -0.677
C 0.132 8.250 -1.039
C -0.868 8.869 -0.296
C -1.390 8.227 0.821
C -0.928 6.981 1.198
H 1.386 6.520 -1.255
H 0.541 8.742 -1.912
H -1.238 9.843 -0.589
H -2.170 8.701 1.403
H -1.336 6.476 2.062

Calculated values
charge: -1
E_HOMO (spin up / spin down): -0.1105 / -0.1108 hartree
E: -6666.0701 hartree

The net atomic charges from Mulliken, expressed in e, are:
1. Cs 1.305
2. B 0.096
3. N -0.215
4. C -0.303
5. C -1.075
6. C -0.480
7. N 0.265
8. N -0.020
9. C -0.272
10. C -0.981
11. C -0.266
12. N -0.159
13. H -0.202
14. H -0.151
15. H 0.415
16. H 0.379
17. H 0.521
18. H 0.423
19. H 0.379
20. H 0.470
21. C -1.025
22. C -0.761
23. Ge 0.306
24. C -0.650
25. C -0.684
26. C 3.284
27. C -0.764
28. Ge 0.281
29. C -1.018
30. C -0.704
31. C -0.621
32. C -0.265
33. C 0.212
34. C -0.204
35. C -0.764
36. C -0.476
37. C -0.787
38. C -0.150
39. H 0.370
40. H 0.226
41. H 0.271
42. H 0.271
43. H 0.572
44. H 0.466
45. H 0.034
46. H 0.286
47. H 0.395
48. H -0.078
49. H -3.307
50. H 0.457
51. H 0.353
52. H 0.232
53. H 0.369
54. H 0.080
55. H -0.240
56. H 0.395
57. H -0.072
58. H 0.300
59. H 0.109
60. H 0.556
61. H 0.373
62. H 0.355
63. H 0.361
64. H 0.505
65. S -0.296
66. C 0.204
67. N -0.193
68. C -0.180
69. C -0.626
70. S -0.147
71. H 0.292
72. H -0.100
73. H 0.355
74. H 0.371
75. H 0.408
76. O -0.512
77. C 0.954
78. C 0.167
79. C -0.409
80. C 0.117
81. C -0.462
82. C -0.488
83. C -0.405
84. C -0.504
85. C -0.505
86. H 0.425
87. H 0.372
88. H 0.375
89. H 0.375
90. H 0.428

***

# C34H44Cl2F24O16

A 9-piece molecular cluster, C34H44Cl2F24O16 overall in a non-equilibrium geometry (ωB97M-V/def2-TZVPD, OMol25).

Atoms and positions in Å:
C -3.409 -4.754 2.155
C -2.613 -3.994 3.234
O -2.258 -4.706 4.409
C -3.261 -4.864 5.283
O -4.323 -4.327 5.196
C -2.916 -5.764 6.463
F -1.668 -6.256 6.367
F -2.940 -5.063 7.604
F -3.792 -6.751 6.556
H -3.767 -4.179 1.305
H -4.292 -5.247 2.575
H -2.804 -5.592 1.804
H -3.076 -3.022 3.388
H -1.671 -3.815 2.720
C 0.760 -4.174 8.072
C 0.512 -3.882 6.598
O 1.123 -2.620 6.221
C 0.944 -2.226 4.985
O 0.452 -2.836 4.084
C 1.465 -0.794 4.766
F 0.380 -0.005 4.629
F 2.205 -0.329 5.763
F 2.160 -0.670 3.630
H 0.124 -5.047 8.226
H 0.200 -3.375 8.572
H 1.771 -4.192 8.454
H -0.541 -3.850 6.331
H 1.018 -4.630 5.983
C -4.281 0.354 0.116
C -4.376 1.044 1.450
O -5.111 2.243 1.296
C -5.515 2.919 2.370
O -4.993 2.852 3.445
C -6.595 3.964 2.051
F -6.878 4.043 0.761
F -7.694 3.609 2.721
F -6.171 5.163 2.437
H -3.379 0.775 -0.343
H -5.074 0.451 -0.621
H -4.091 -0.711 0.253
H -3.404 1.208 1.918
H -4.888 0.368 2.148
C -2.180 3.973 0.738
C -3.347 4.439 -0.116
O -2.825 5.217 -1.205
C -3.711 5.772 -2.008
O -4.899 5.659 -1.928
C -3.011 6.500 -3.184
F -2.190 5.632 -3.792
F -3.886 6.916 -4.077
F -2.289 7.519 -2.714
H -1.630 3.281 0.103
H -2.452 3.533 1.696
H -1.575 4.838 1.015
H -4.019 5.077 0.457
H -3.850 3.560 -0.515
C 2.128 1.534 -7.111
C 2.941 2.144 -5.983
O 2.057 2.607 -4.964
C 1.656 1.862 -3.978
O 1.945 0.729 -3.721
C 0.854 2.615 -2.925
F -0.181 1.931 -2.468
F 1.658 2.792 -1.880
F 0.394 3.777 -3.353
H 1.475 2.310 -7.518
H 1.546 0.721 -6.679
H 2.722 1.256 -7.980
H 3.436 3.064 -6.292
H 3.692 1.443 -5.619
C 1.418 4.172 1.852
C 2.342 3.309 1.057
O 3.377 2.686 1.844
C 4.043 1.670 1.312
O 3.824 1.184 0.247
C 5.195 1.190 2.221
F 5.381 2.044 3.233
F 4.936 -0.019 2.718
F 6.331 1.118 1.522
H 0.920 3.554 2.606
H 0.633 4.518 1.182
H 1.927 5.013 2.316
H 2.914 3.995 0.422
H 1.855 2.552 0.448
C 8.594 -1.451 -2.371
C 7.580 -0.660 -1.557
O 6.264 -1.203 -1.532
C 6.019 -2.267 -0.780
O 6.807 -2.793 -0.051
C 4.661 -2.927 -1.142
F 4.602 -3.161 -2.453
F 4.545 -4.066 -0.482
F 3.646 -2.119 -0.815
H 8.248 -1.832 -3.330
H 8.866 -2.307 -1.747
H 9.511 -0.893 -2.552
H 7.446 0.313 -2.032
H 7.906 -0.474 -0.534
C -2.837 -1.757 -7.852
C -2.854 -1.762 -6.325
O -1.700 -2.346 -5.707
C -0.923 -1.561 -4.982
O -1.006 -0.373 -4.925
C 0.182 -2.307 -4.180
F 0.129 -3.628 -4.258
F 1.365 -1.893 -4.620
F 0.010 -1.912 -2.912
H -2.337 -2.623 -8.281
H -2.372 -0.872 -8.281
H -3.905 -1.804 -8.067
H -3.691 -2.368 -5.973
H -3.146 -0.784 -5.941
Cl -0.826 0.714 1.082
C 0.220 -0.128 -0.054
C 0.397 -1.603 0.343
Cl -1.112 -2.542 0.198
H 1.237 0.262 -0.090
H -0.175 -0.197 -1.065
H 0.744 -1.678 1.369
H 1.019 -2.011 -0.451

Calculated values
charge: 0
SMILES string: CCOC(=O)C(F)(F)F.CCOC(=O)C(F)(F)F.CCOC(=O)C(F)(F)F.CCOC(=O)C(F)(F)F.CCOC(=O)C(F)(F)F.CCOC(=O)C(F)(F)F.CCOC(=O)C(F)(F)F.CCOC(=O)C(F)(F)F.ClCCCl
E_HOMO: -0.3919 hartree
E: -5843.0761 hartree

Atomic partial charges in e from the Mulliken method, atoms 1 to 99:
1. C -1.296
2. C -0.046
3. O -0.236
4. C 0.298
5. O -0.514
6. C 0.971
7. F -0.234
8. F -0.263
9. F -0.252
10. H 0.335
11. H 0.425
12. H 0.334
13. H 0.365
14. H 0.159
15. C -1.352
16. C 0.200
17. O -0.239
18. C 0.295
19. O -0.518
20. C 0.832
21. F -0.231
22. F -0.266
23. F -0.175
24. H 0.357
25. H 0.366
26. H 0.369
27. H -0.029
28. H 0.306
29. C -0.781
30. C -0.264
31. O -0.200
32. C 0.418
33. O -0.544
34. C 0.907
35. F -0.230
36. F -0.260
37. F -0.254
38. H 0.049
39. H 0.372
40. H 0.216
41. H 0.139
42. H 0.489
43. C -0.958
44. C -0.364
45. O -0.209
46. C 0.248
47. O -0.534
48. C 0.923
49. F -0.247
50. F -0.232
51. F -0.254
52. H 0.032
53. H 0.474
54. H 0.414
55. H 0.316
56. H 0.328
57. C -0.949
58. C -0.221
59. O -0.293
60. C 0.204
61. O -0.394
62. C 0.818
63. F -0.198
64. F -0.221
65. F -0.286
66. H 0.306
67. H 0.146
68. H 0.406
69. H 0.322
70. H 0.278
71. C -1.138
72. C 0.519
73. O -0.288
74. C 0.563
75. O -0.607
76. C 0.779
77. F -0.260
78. F -0.198
79. F -0.252
80. H 0.324
81. H 0.162
82. H 0.375
83. H 0.277
84. H -0.201
85. C -1.235
86. C -0.165
87. O -0.139
88. C 0.320
89. O -0.536
90. C 0.825
91. F -0.247
92. F -0.251
93. F -0.168
94. H 0.300
95. H 0.324
96. H 0.390
97. H 0.315
98. H 0.274
99. C -1.134